No. 1
{"formula": "C25H32N2P2Pt", "method": "ωB97M-V/def2-TZVPD", "elements": ["C", "C", "C", "C", "C", "C", "C", "C", "C", "C", "C", "C", "C", "H", "H", "H", "H", "H", "H", "H", "N", "Pt", "C", "H", "H", "C", "H", "H", "P", "P", "C", "H", "H", "H", "C", "H", "H", "H", "C", "H", "H", "H", "C", "H", "H", "H", "H", "H", "N", "C", "C", "C", "C", "C", "C", "H", "H", "H", "H", "H", "H", "H"], "xyz": [[-1.3800, 3.2298, -3.1588], [-1.1875, 1.9395, -2.6644], [0.1325, 1.3928, -2.5363], [1.2325, 2.2443, -2.8246], [1.0226, 3.5137, -3.3936], [-0.2887, 4.0232, -3.5166], [2.6310, 1.7935, -2.4036], [2.7070, 0.3068, -2.7104], [1.5717, -0.4951, -2.4534], [1.7498, -1.9062, -2.5346], [2.9856, -2.4524, -2.8945], [4.0820, -1.6465, -3.1865], [3.9218, -0.2450, -3.1269], [-2.4097, 3.6222, -3.1554], [1.8467, 4.2244, -3.5288], [-0.5054, 5.0921, -3.7182], [3.3765, 2.3856, -2.9940], [3.0882, -3.5388, -2.8269], [5.0782, -2.1223, -3.2728], [4.7988, 0.3827, -3.2559], [0.4551, 0.1833, -1.9118], [-0.3747, -0.3882, -0.1915], [-2.3657, 1.1302, -2.1591], [-2.4019, 0.1058, -2.5509], [-3.2949, 1.7101, -2.2102], [0.5907, -2.8165, -2.1337], [-0.3355, -2.5946, -2.6796], [0.8793, -3.8699, -2.2077], [-2.1009, 0.9330, -0.3032], [0.2492, -2.5261, -0.3409], [1.6751, -3.0322, 0.6426], [1.4681, -2.7870, 1.7043], [1.7937, -4.1299, 0.5271], [2.5730, -2.4875, 0.2820], [-1.2952, -3.3709, 0.0710], [-1.1563, -4.4205, -0.2366], [-1.4135, -3.2790, 1.1673], [-2.1185, -2.8541, -0.4691], [-2.0702, 2.5489, 0.4972], [-3.0266, 3.0675, 0.2523], [-1.9285, 2.3793, 1.5866], [-1.1909, 3.1150, 0.1266], [-3.3785, -0.1231, 0.4253], [-3.2687, -0.0071, 1.5286], [-4.3437, 0.2349, 0.0251], [-3.1612, -1.1768, 0.1324], [2.9007, 1.9548, -1.3783], [0.1211, -0.0439, 1.3801], [-1.1649, -1.4663, 3.2991], [-0.8225, -0.5531, 4.2243], [0.5220, -0.4563, 4.6755], [0.8639, 0.4370, 5.6781], [-0.0678, 1.3036, 6.2673], [-1.3954, 1.2338, 5.7839], [-1.7606, 0.3471, 4.7744], [-0.4420, -2.0867, 2.9211], [-2.1167, -1.4839, 2.9894], [1.2896, -1.1132, 4.2224], [1.8957, 0.4757, 6.0439], [0.1911, 1.9718, 7.0912], [-2.1382, 1.8833, 6.2116], [-2.7881, 0.3073, 4.3983]], "atomic_forces_ev_per_a": [[-0.023, -0.450, 0.443], [0.137, -0.863, 0.235], [0.385, 1.487, 0.301], [0.363, 0.837, -0.222], [-0.785, 0.325, 0.896], [0.040, 0.203, 0.347], [-0.428, -0.179, -2.449], [1.014, 0.452, -0.531], [1.343, 0.357, 0.531], [-0.924, 0.008, 0.314], [-0.521, 0.017, 0.434], [0.166, 0.437, 0.533], [-0.086, -1.065, 0.500], [0.651, -0.135, -0.216], [-0.167, -0.578, -0.085], [0.515, -0.887, -0.279], [-0.521, -0.697, 0.399], [0.008, 0.347, -0.278], [-0.746, 0.527, -0.381], [-0.240, 0.057, -0.070], [1.413, 0.281, -2.770], [-0.194, -1.237, 2.317], [0.058, 0.618, 1.415], [-0.333, 0.407, -0.105], [-0.008, -0.395, -0.727], [0.701, -0.313, 0.711], [0.244, -0.218, 0.097], [-0.135, 0.085, -0.575], [-0.035, 0.597, -0.397], [0.072, 0.700, -1.100], [-0.095, -1.043, -0.026], [0.298, -0.113, -0.594], [0.329, 0.551, 0.289], [-0.597, -0.341, 0.278], [0.555, -0.921, 0.023], [-0.735, 0.112, 0.363], [-0.270, -0.302, -0.578], [0.634, -0.659, 0.391], [-0.667, 0.356, -0.193], [0.751, 0.060, 0.527], [-0.269, 0.194, -0.675], [-0.615, -0.292, 0.118], [-0.623, 0.335, -0.183], [-0.467, -0.063, -0.757], [-0.057, -0.542, 0.715], [-0.468, 0.958, 0.223], [-0.365, 0.212, 0.832], [0.749, 0.739, -0.296], [0.966, 0.743, 1.149], [0.433, -0.424, -0.473], [1.178, -0.014, 0.440], [0.924, -0.471, -0.237], [-0.702, -0.570, -0.421], [-0.286, -0.510, -0.749], [-0.757, 0.908, 0.792], [-0.711, 0.384, 0.076], [-0.269, -0.384, -0.370], [-0.519, 0.482, 0.406], [-0.373, -0.123, -0.303], [-0.001, -0.209, -0.372], [-0.219, 0.104, 0.006], [0.285, 0.118, 0.311]], "lumo_energy_ev": [-5.050, -9.007], "s2": 6.07, "multiplicity": 5, "homo_lumo_gap_ev": [6.09, 4.37], "e_above_lowest_ev": 0.737, "total_charge": 2}

---

No. 2
{"formula": "C32H36N10O6", "method": "ωB97M-V/def2-TZVPD", "elements": ["C", "C", "C", "C", "C", "C", "N", "O", "O", "H", "H", "H", "H", "H", "C", "C", "C", "C", "C", "C", "N", "O", "O", "H", "H", "H", "H", "H", "C", "C", "C", "C", "C", "C", "N", "O", "O", "H", "H", "H", "H", "H", "C", "C", "N", "H", "H", "H", "C", "C", "N", "H", "H", "H", "C", "C", "N", "H", "H", "H", "C", "C", "N", "H", "H", "H", "C", "C", "N", "H", "H", "H", "C", "C", "N", "H", "H", "H", "C", "C", "N", "H", "H", "H"], "xyz": [[-3.8877, -2.3458, 4.2154], [-2.9698, -2.9151, 5.1173], [-1.6790, -3.1684, 4.6693], [-1.3212, -2.7245, 3.3784], [-2.2560, -2.1650, 2.5279], [-3.5510, -2.0213, 2.9440], [0.0939, -2.7605, 2.8774], [0.2500, -2.3946, 1.7199], [0.9604, -3.0710, 3.6188], [-4.9239, -2.2937, 4.5681], [-3.3637, -3.1726, 6.0818], [-0.8983, -3.6139, 5.2416], [-1.9424, -1.7561, 1.6102], [-4.2513, -1.5802, 2.2418], [4.5399, -0.1519, -5.3001], [4.9831, 0.9169, -5.9829], [4.0842, 1.8130, -6.5290], [2.7611, 1.6072, -6.2717], [2.2884, 0.5829, -5.4455], [3.2208, -0.3353, -4.9520], [1.7512, 2.5863, -6.8647], [0.5671, 2.4231, -6.6155], [2.1597, 3.4281, -7.6504], [5.3226, -0.9066, -4.9827], [6.0571, 1.0839, -6.0528], [4.3519, 2.6721, -7.1713], [1.2544, 0.6411, -5.1052], [2.9534, -1.0489, -4.2827], [1.3765, -4.8653, -2.1458], [0.8263, -5.8169, -1.2837], [-0.3495, -5.4932, -0.6117], [-0.8964, -4.2089, -0.7726], [-0.2784, -3.1660, -1.4604], [0.8304, -3.5765, -2.1547], [-2.1685, -3.9973, -0.0912], [-2.6784, -4.9115, 0.5175], [-2.7281, -2.9319, -0.2191], [2.2834, -5.0955, -2.6149], [1.3473, -6.7008, -1.0942], [-0.8329, -6.1704, 0.0455], [-0.7321, -2.2211, -1.7754], [1.3776, -2.8737, -2.8346], [-0.8814, 0.2892, -0.1275], [-1.1589, 1.1043, -1.2881], [-1.5705, 1.5626, -2.2118], [-1.1253, -0.7750, -0.2568], [-1.5291, 0.7079, 0.6868], [0.1728, 0.3995, 0.1718], [-3.1598, 4.5230, -1.6654], [-3.2966, 3.6889, -0.4706], [-3.4541, 3.0626, 0.4885], [-3.1877, 3.9139, -2.5877], [-2.2421, 5.0777, -1.7602], [-4.0649, 5.1586, -1.6685], [0.5225, -0.2021, 6.2451], [0.4453, 0.0923, 4.7994], [0.3104, 0.2617, 3.6521], [1.1326, -1.1449, 6.3263], [-0.5349, -0.2682, 6.6229], [1.1579, 0.5547, 6.7654], [-3.1334, 1.7378, 3.9454], [-2.9730, 0.9850, 5.1440], [-2.9546, 0.4198, 6.1496], [-3.6448, 2.6545, 4.2118], [-3.6490, 1.1731, 3.1559], [-2.1709, 2.0332, 3.5873], [1.4437, 3.4757, -2.3295], [1.6569, 2.7781, -1.0572], [1.9083, 2.3280, -0.0194], [2.1638, 3.0969, -3.1394], [1.4374, 4.5362, -2.2074], [0.4590, 3.1269, -2.6680], [-0.0441, 4.9134, 1.6696], [-0.2134, 5.4911, 0.2841], [-0.4064, 5.9193, -0.7658], [0.9717, 4.9144, 1.9421], [-0.5026, 3.9025, 1.6869], [-0.6107, 5.5804, 2.3093], [3.2680, -0.7577, 0.9957], [2.9042, -0.7101, -0.4279], [2.5832, -0.7545, -1.4842], [4.2176, -1.2200, 1.1797], [2.4724, -1.2412, 1.6039], [3.3483, 0.3101, 1.4016]], "atomic_forces_ev_per_a": [[-0.903, -1.049, 1.759], [-0.036, 0.068, -1.324], [0.313, 0.794, -0.837], [-0.495, -0.075, 0.264], [1.044, -0.020, 0.758], [-0.419, 0.697, -0.887], [-2.472, 0.926, -1.194], [0.288, -0.302, 0.176], [1.598, -0.723, 1.434], [0.373, 0.349, -0.240], [0.391, -0.210, 0.373], [0.229, -0.304, 0.622], [0.251, 0.131, -0.890], [-0.126, -0.145, 0.181], [1.447, -2.736, 1.477], [1.169, 1.470, -1.008], [0.280, 1.086, -0.868], [-1.490, 0.249, 0.221], [0.159, 0.480, 0.369], [-0.335, 2.624, -2.019], [-0.165, -0.470, -0.638], [0.769, -0.052, 0.341], [0.175, -0.369, 0.662], [-1.132, 0.961, -0.095], [-0.266, -0.061, -0.358], [0.036, -0.636, 0.582], [0.198, -0.398, -0.299], [-0.867, -2.101, 1.722], [-1.477, 0.348, 2.159], [-0.795, 1.926, -0.308], [0.539, 1.149, -0.661], [0.363, -0.543, 0.648], [-0.825, -1.040, -1.055], [2.267, 0.491, -2.125], [-0.889, -0.094, -0.174], [0.263, -0.562, 0.366], [0.175, 0.988, -0.399], [1.048, -0.071, -0.943], [0.422, -1.501, 0.115], [-0.341, -0.471, 0.381], [0.079, -0.333, 0.885], [-0.809, -0.369, 0.863], [0.189, 0.473, 1.568], [1.242, -3.169, 3.908], [-1.602, 2.812, -4.645], [0.019, 0.510, -0.232], [0.617, -0.455, -0.473], [-0.446, -0.118, -0.015], [-1.257, -0.531, -0.829], [0.341, -0.352, 0.498], [0.234, 0.484, -0.685], [-0.183, -0.089, 0.604], [0.171, 0.323, 0.601], [0.643, 0.046, -0.156], [0.688, -0.292, -0.214], [-0.414, 0.250, -1.656], [0.305, -0.199, 2.164], [-1.037, 0.600, 0.103], [1.222, -0.048, -0.072], [-0.891, -0.308, -0.374], [-0.242, 0.318, -0.751], [-0.297, -1.061, 1.553], [0.285, 0.243, -0.563], [-0.417, 0.119, -0.229], [0.061, 0.281, 0.346], [0.719, 0.067, -0.433], [0.075, -2.208, -1.262], [0.941, 0.234, 0.926], [-0.493, 0.340, -1.068], [-0.752, 0.721, 1.387], [0.149, 0.610, 0.061], [0.047, 0.383, -0.079], [-1.883, 0.244, -1.785], [0.113, -0.648, 0.892], [0.266, -0.049, 0.316], [1.224, -0.187, 0.305], [0.466, 0.610, -0.001], [-0.034, -0.038, 0.338], [-0.892, 1.980, 0.939], [1.827, -0.224, 6.608], [-1.739, -0.105, -6.074], [0.406, -0.438, -0.178], [0.475, 0.121, -0.640], [-0.182, -1.351, -0.738]], "lumo_energy_ev": -0.485, "homo_lumo_gap_ev": 9.35, "e_above_lowest_ev": 0.984, "total_charge": 0}

---

No. 3
{"formula": "C2H5Cl2N", "method": "ωB97M-V/def2-TZVPD", "elements": ["C", "C", "H", "H", "H", "H", "H", "N", "Cl", "Cl"], "xyz": [[0.2933, 0.1136, 0.4223], [0.0494, -1.0445, -0.7077], [-1.5573, 1.5812, 0.7449], [0.2556, 2.2476, 0.5419], [0.2288, -0.6143, 1.6393], [1.4185, 0.1583, 0.1982], [0.3199, -1.7179, 0.0400], [-0.5423, 1.4332, 0.1006], [-1.6431, -1.1536, -1.1359], [1.1772, -1.0035, -1.8435]], "atomic_forces_ev_per_a": [[-0.657, -1.060, 0.481], [-2.745, 2.254, 5.488], [4.244, -0.953, -2.098], [-3.548, -2.766, -1.531], [-0.252, 2.816, -3.524], [-1.600, 1.216, 1.083], [-0.199, -2.665, 0.157], [2.018, 1.286, 4.496], [-0.128, -0.244, -0.339], [2.867, 0.115, -4.213]], "lumo_energy_ev": 0.675, "homo_lumo_gap_ev": 10.61, "e_above_lowest_ev": 3.798, "total_charge": 0}

---

No. 4
{"formula": "C4H6N2O", "method": "ωB97M-V/def2-TZVPD", "elements": ["C", "O", "C", "N", "N", "C", "C", "H", "H", "H", "H", "H", "H"], "xyz": [[0.8116, -2.0820, -0.2755], [0.9077, -0.7824, -0.8567], [0.1960, 0.1789, -0.2901], [-0.6134, -0.0320, 0.7101], [-1.1359, 1.3012, 0.9096], [-0.5052, 2.3768, 0.0054], [0.2734, 1.5561, -0.7469], [1.4412, -2.7251, -0.8914], [1.1770, -2.0645, 0.7558], [-0.2228, -2.4372, -0.2834], [-1.0896, 1.5459, 1.8999], [-2.1251, 1.3085, 0.6518], [0.8850, 1.8558, -1.5886]], "atomic_forces_ev_per_a": [[-0.013, -0.256, 0.099], [-0.035, 0.216, 0.004], [-0.118, -0.033, 0.133], [0.205, 0.100, -0.315], [-0.219, 0.179, 0.167], [0.135, -0.531, -0.162], [-0.037, 0.225, 0.009], [-0.105, 0.086, 0.114], [-0.064, 0.006, -0.143], [0.134, 0.077, -0.012], [0.116, 0.013, -0.164], [0.020, -0.062, 0.099], [-0.020, -0.018, 0.170]], "lumo_energy_ev": 0.839, "homo_lumo_gap_ev": 9.44, "e_above_lowest_ev": 4.209, "total_charge": 0}

---

No. 5
{"formula": "C5H11NO", "method": "ωB97M-V/def2-TZVPD", "elements": ["C", "C", "C", "C", "N", "C", "O", "H", "H", "H", "H", "H", "H", "H", "H", "H", "H", "H"], "xyz": [[2.2823, 0.0937, 0.5103], [1.6822, 0.2432, -0.8936], [0.2758, 0.2199, -0.9869], [-0.6879, 0.6570, 0.1105], [-0.8563, -0.5357, 1.0112], [-1.1642, -1.7807, 0.3146], [-1.7390, 1.2885, -0.2796], [1.6004, -0.4760, 1.1414], [3.2551, -0.3894, 0.4903], [2.3664, 1.0542, 1.0202], [2.3447, 0.0181, -1.7172], [1.2940, 1.3501, -0.8874], [-0.1651, 0.1839, -1.9823], [-0.0533, 1.3260, 0.7636], [-1.6231, -0.3163, 1.5845], [-1.3713, -2.5776, 1.0266], [-2.0762, -1.7434, -0.3095], [-0.4003, -2.0071, -0.4333]], "atomic_forces_ev_per_a": [[-0.234, -0.043, 0.254], [-0.127, 0.266, 1.725], [-0.281, -0.208, -0.825], [-0.133, -0.020, 2.023], [1.349, -0.744, -1.180], [-1.103, 0.424, -0.702], [-0.085, -0.127, -1.163], [0.011, -0.191, -0.099], [0.041, 0.077, -0.148], [0.237, 0.049, -0.144], [-0.354, 0.200, -0.389], [0.548, 0.176, -0.776], [-0.063, 0.068, -0.026], [0.302, -0.145, -0.114], [-1.085, 0.565, 0.950], [0.617, -0.202, -0.071], [-0.069, 0.323, 0.187], [0.427, -0.466, 0.498]], "lumo_energy_ev": -0.882, "homo_lumo_gap_ev": 6.93, "e_above_lowest_ev": 5.648, "total_charge": 0}

---

No. 6
{"formula": "C15H10F3N2PdS2Te", "method": "ωB97M-V/def2-TZVPD", "elements": ["Pd", "S", "C", "S", "C", "C", "N", "C", "N", "F", "C", "F", "F", "C", "C", "C", "C", "C", "C", "C", "C", "H", "H", "H", "H", "C", "Te", "C", "H", "H", "H", "H", "H", "H"], "xyz": [[1.9418, 1.4726, 0.5606], [3.7701, 2.7766, 1.1423], [3.3793, 3.7995, -0.2018], [1.9249, 3.2690, -0.9611], [4.1415, 4.8767, -0.5945], [5.3460, 5.2098, 0.0882], [6.3227, 5.4798, 0.6380], [3.7545, 5.6860, -1.7007], [3.4459, 6.3412, -2.5976], [-5.1952, -4.1618, -2.1935], [-5.4818, -2.9201, -1.7368], [-6.1688, -2.3139, -2.7292], [-6.3401, -3.0803, -0.7123], [-4.2534, -2.1612, -1.3522], [-3.3615, -1.7755, -2.3479], [-2.2084, -1.0921, -2.0175], [-1.9157, -0.7759, -0.6825], [-2.8268, -1.1708, 0.3034], [-3.9833, -1.8564, -0.0264], [-0.7213, -0.0731, -0.3406], [0.2912, 0.5273, -0.0337], [-3.5758, -2.0095, -3.3833], [-1.5139, -0.7858, -2.7877], [-2.6137, -0.9265, 1.3354], [-4.6779, -2.1519, 0.7479], [1.7257, -2.2579, 1.2470], [3.1477, -0.6844, 1.4605], [2.8355, -0.4595, 3.5631], [0.7392, -1.8142, 1.1441], [1.7904, -2.9115, 2.1144], [1.9735, -2.8189, 0.3491], [3.5958, -0.9893, 4.1302], [1.8468, -0.8513, 3.7886], [2.8653, 0.6033, 3.7866]], "atomic_forces_ev_per_a": [[0.358, -0.258, -0.551], [0.185, 0.114, 0.031], [-0.083, -0.026, 0.033], [-0.166, -0.025, 0.350], [-0.014, -0.007, -0.035], [0.000, -0.005, 0.006], [-0.001, 0.011, -0.001], [0.005, -0.018, -0.015], [0.002, 0.011, 0.009], [0.004, -0.005, -0.001], [-0.002, -0.005, -0.005], [0.000, 0.004, -0.004], [-0.003, 0.001, 0.007], [-0.002, 0.007, 0.006], [0.006, -0.003, 0.009], [0.004, 0.000, -0.003], [0.000, 0.011, -0.035], [0.009, -0.003, 0.003], [0.000, -0.006, -0.001], [-0.082, -0.065, 0.013], [0.121, 0.070, 0.009], [0.001, 0.002, 0.000], [0.000, 0.002, 0.000], [-0.006, 0.005, 0.000], [0.000, 0.001, 0.001], [0.047, -0.009, 0.022], [-0.452, 0.199, 0.169], [0.045, -0.021, -0.009], [0.003, 0.003, 0.010], [0.024, -0.002, -0.004], [-0.012, 0.013, -0.011], [-0.007, -0.024, -0.012], [-0.011, 0.033, 0.003], [0.027, -0.005, 0.007]], "lumo_energy_ev": 1.928, "homo_lumo_gap_ev": 7.01, "e_above_lowest_ev": 0.140, "total_charge": -1}

---

Number 1: energy -51230.940 eV. Number 2: energy -60942.866 eV. Number 3: energy -28686.065 eV. Number 4: energy -9269.293 eV. Number 5: energy -8896.049 eV. Number 6: energy -59294.898 eV.